{"formula": "C10H16O", "method": "ωB97M-V/def2-TZVPD", "multiplicity": 2, "orbital_gap_ev": [10.279, 7.187], "total_charge": 1, "total_energy_ev": -12669.0935, "s2": 0.77, "mol_weight_g_mol": 152.2, "max_force_ev_per_a": 1.07, "symbols": ["C", "C", "H", "H", "H", "H", "H", "H", "C", "C", "C", "C", "C", "C", "C", "C", "O", "H", "H", "H", "H", "H", "H", "H", "H", "H", "H"], "xyz": [[2.437, 0.634, 0.774], [2.867, 1.382, 2.042], [3.063, -0.242, 0.599], [1.423, 0.243, 0.891], [2.507, 1.274, -0.106], [2.830, 0.706, 2.897], [3.895, 1.697, 1.895], [2.207, 2.214, 2.273], [0.261, -1.583, -1.363], [-0.427, -2.221, -2.593], [-0.677, -0.694, -0.600], [-1.256, 0.425, -1.246], [-0.911, -0.907, 0.776], [-2.031, 1.299, -0.539], [-1.679, -0.046, 1.504], [-2.249, 1.072, 0.837], [-3.004, 1.882, 1.536], [0.553, -2.406, -0.710], [1.164, -1.047, -1.658], [-1.023, -1.496, -3.149], [-1.090, 0.575, -2.304], [-0.442, -1.748, 1.268], [-2.458, 2.177, -1.010], [-1.865, -0.205, 2.556], [-3.348, 2.606, 0.991], [-1.078, -3.026, -2.270], [0.330, -2.565, -3.290]], "forces_ev_per_a": [[-0.08, -0.10, 0.33], [-0.06, -0.71, -0.36], [0.15, 0.08, 0.01], [-0.07, 0.19, -0.17], [-0.17, -0.03, -0.03], [0.12, 0.02, 0.05], [0.02, 0.35, 0.30], [0.14, 0.23, -0.12], [-0.80, -0.62, 0.22], [0.12, 0.68, -0.08], [0.93, -0.18, -0.48], [-0.55, 0.44, 0.20], [-0.27, 0.15, 0.53], [0.47, -0.19, -0.74], [0.14, -0.33, -0.21], [-0.28, 0.12, 0.29], [0.13, -0.15, 0.13], [0.30, 0.15, 0.07], [-0.06, 0.25, 0.02], [-0.05, -0.04, 0.05], [0.07, 0.05, 0.02], [-0.02, -0.07, -0.04], [-0.05, -0.02, -0.01], [-0.05, 0.13, 0.05], [-0.09, 0.10, 0.06], [-0.01, -0.16, -0.13], [0.01, -0.34, 0.06]]}



{"formula": "C4H8FIO", "method": "ωB97M-V/def2-TZVPD", "orbital_gap_ev": 9.835, "smiles": "C[C@@H](O)[C@](C)(F)I", "total_energy_ev": -17142.6983, "mol_weight_g_mol": 218.0, "max_force_ev_per_a": 3.24, "symbols": ["C", "C", "O", "C", "C", "F", "I", "H", "H", "H", "H", "H", "H", "H", "H"], "xyz": [[-1.518, 0.578, 0.163], [-0.057, 1.010, -0.227], [0.449, 2.160, 0.368], [0.884, -0.231, 0.053], [0.380, -1.639, -0.355], [1.136, -0.226, 1.389], [2.910, 0.112, -0.832], [-1.496, -0.160, 1.029], [-2.031, 1.484, 0.410], [-1.909, -0.056, -0.586], [-0.070, 1.081, -1.384], [0.558, 1.979, 1.295], [1.115, -2.270, -0.871], [-0.515, -1.635, -1.007], [0.165, -2.186, 0.554]], "forces_ev_per_a": [[2.27, -0.77, 2.00], [-0.14, -2.42, -2.15], [-0.47, 0.02, -0.87], [0.23, 0.22, -1.17], [0.01, 0.07, -0.54], [-0.07, -0.12, 0.89], [-0.68, 0.02, 0.09], [0.00, 1.35, -0.45], [-0.84, 0.19, -0.05], [-0.85, 0.09, -1.19], [0.28, 0.55, 1.89], [0.14, -0.09, 0.73], [0.04, 0.57, 0.10], [0.45, 0.25, 0.44], [-0.35, 0.05, 0.28]]}



{"formula": "H12O5S", "method": "ωB97M-V/def2-TZVPD", "orbital_gap_ev": 10.290, "smiles": "O.O.O.O.O.S", "total_energy_ev": -21266.4744, "mol_weight_g_mol": 124.2, "max_force_ev_per_a": 4.51, "symbols": ["O", "H", "H", "O", "H", "H", "O", "H", "H", "O", "H", "H", "O", "H", "H", "S", "H", "H"], "xyz": [[-2.031, -1.933, 1.020], [-2.351, -2.895, 1.224], [-1.679, -1.711, 1.853], [3.893, -0.357, -0.443], [3.740, -0.576, 0.474], [2.932, 0.110, -0.581], [0.045, 0.000, -0.303], [-0.422, -0.728, 0.226], [-0.057, -0.405, -1.146], [-3.317, 2.208, -1.361], [-3.916, 1.865, -1.988], [-2.499, 2.614, -1.762], [-0.556, 3.243, -1.074], [-0.288, 3.955, -0.499], [-0.008, 2.550, -0.892], [1.795, -3.188, 1.692], [1.620, -1.782, 1.574], [3.098, -2.970, 1.986]], "forces_ev_per_a": [[-1.37, -3.31, -0.77], [0.80, 2.57, -0.93], [0.69, 0.80, 1.79], [-4.01, 1.99, -0.57], [0.47, -0.40, 0.60], [3.45, -1.59, -0.03], [-0.71, -1.46, 2.02], [0.71, 1.63, -0.65], [0.06, -0.15, -1.49], [1.99, 1.11, 1.12], [-0.56, -0.34, -1.41], [-1.40, -0.75, 0.40], [-2.31, 2.72, -1.15], [0.03, 0.31, 0.22], [2.20, -3.12, 0.87], [0.25, 2.04, -0.04], [0.03, -1.76, 0.07], [-0.33, -0.26, -0.05]]}



{"formula": "C34H28BrCl2FN3O3S2Ti", "method": "ωB97M-V/def2-TZVPD", "orbital_gap_ev": 6.617, "total_charge": 1, "total_energy_ev": -188913.0768, "mol_weight_g_mol": 808.4, "max_force_ev_per_a": 1.41, "symbols": ["Ti", "O", "C", "C", "C", "N", "C", "Br", "C", "H", "H", "H", "H", "O", "C", "C", "C", "C", "C", "C", "C", "N", "C", "C", "N", "H", "H", "H", "H", "H", "H", "H", "Cl", "C", "C", "C", "C", "C", "Cl", "C", "S", "H", "H", "H", "F", "C", "C", "C", "C", "C", "C", "C", "H", "H", "H", "H", "H", "H", "C", "S", "O", "C", "C", "C", "C", "C", "C", "H", "H", "H", "H", "H", "H", "H", "H"], "xyz": [[-0.177, -0.032, -0.763], [-2.911, 4.394, 3.316], [-2.348, 3.519, 2.468], [-3.056, 2.571, 1.738], [-2.345, 1.727, 0.921], [-1.008, 1.739, 0.754], [-0.370, 2.690, 1.433], [1.485, 2.973, 1.208], [-0.974, 3.578, 2.303], [-3.870, 4.283, 3.334], [-4.134, 2.491, 1.793], [-2.889, 0.992, 0.352], [-0.391, 4.319, 2.828], [-1.134, -0.555, -2.143], [-1.379, -1.619, -2.932], [-2.666, -1.909, -3.353], [-2.880, -3.024, -4.147], [-1.819, -3.846, -4.522], [-0.537, -3.540, -4.104], [-0.308, -2.422, -3.306], [1.025, -1.999, -2.893], [1.325, -1.217, -1.859], [2.687, -0.966, -1.947], [3.204, -1.625, -3.006], [2.140, -2.275, -3.590], [-3.476, -1.256, -3.059], [-3.884, -3.258, -4.472], [-1.997, -4.720, -5.132], [0.287, -4.187, -4.383], [3.199, -0.292, -1.284], [4.201, -1.664, -3.406], [2.168, -2.816, -4.438], [-2.399, 2.202, -2.204], [-1.292, 3.054, -3.244], [-1.858, 3.876, -4.201], [-1.039, 4.599, -5.050], [0.334, 4.485, -4.929], [0.878, 3.650, -3.969], [2.611, 3.555, -3.895], [0.090, 2.896, -3.083], [0.909, 1.906, -1.884], [-2.934, 3.943, -4.273], [-1.468, 5.248, -5.801], [0.997, 5.043, -5.575], [-0.152, -3.781, 5.200], [-0.485, -3.189, 4.037], [-0.084, -3.768, 2.849], [-0.434, -3.148, 1.657], [-1.167, -1.962, 1.633], [-1.561, -1.327, 0.341], [-1.571, -1.430, 2.858], [-1.237, -2.032, 4.063], [0.475, -4.694, 2.868], [-0.147, -3.610, 0.717], [-2.516, -0.822, 0.455], [-1.714, -2.107, -0.412], [-2.177, -0.529, 2.870], [-1.563, -1.627, 5.013], [2.794, -2.046, 1.411], [2.545, -0.292, 1.212], [1.098, -0.188, 0.696], [2.485, 0.184, 2.910], [3.701, 0.429, 3.530], [3.692, 0.820, 4.861], [2.485, 0.978, 5.531], [1.281, 0.740, 4.880], [1.271, 0.339, 3.553], [2.195, -2.401, 2.248], [3.860, -2.200, 1.582], [2.487, -2.518, 0.478], [4.637, 0.331, 2.992], [4.627, 1.011, 5.370], [2.484, 1.298, 6.564], [0.344, 0.869, 5.406], [0.348, 0.154, 3.025]], "forces_ev_per_a": [[0.64, 0.67, 0.21], [-0.04, -0.10, -0.08], [-0.05, 0.14, 0.13], [0.02, -0.01, -0.02], [-0.02, -0.03, 0.00], [-0.31, -0.31, -0.11], [0.16, 0.18, 0.03], [0.06, -0.01, 0.12], [0.04, -0.01, -0.01], [0.04, 0.02, 0.01], [0.01, -0.01, 0.01], [-0.01, -0.01, -0.06], [0.00, 0.00, 0.00], [-0.82, -0.44, -1.06], [-0.02, 0.39, 0.34], [-0.15, -0.05, -0.09], [0.01, 0.01, 0.00], [0.01, 0.04, 0.03], [-0.02, -0.04, -0.04], [0.29, -0.11, -0.01], [-0.13, -0.02, 0.04], [-0.02, 0.04, -0.05], [-0.12, -0.03, 0.20], [-0.06, -0.08, -0.10], [0.18, -0.08, -0.05], [0.00, -0.01, 0.01], [0.01, 0.00, -0.01], [0.00, 0.01, 0.00], [-0.02, -0.01, 0.01], [-0.03, 0.03, -0.01], [-0.01, -0.01, 0.00], [0.00, 0.04, 0.00], [-0.08, 0.09, 0.01], [0.09, -0.11, 0.09], [0.02, 0.03, -0.04], [-0.03, 0.00, 0.00], [0.03, 0.02, -0.01], [0.06, 0.01, -0.05], [-0.05, -0.01, 0.02], [0.00, -0.08, -0.06], [-0.38, -0.07, 0.14], [0.01, 0.00, 0.02], [0.00, -0.01, 0.01], [0.00, -0.02, 0.00], [0.00, 0.01, -0.02], [0.02, -0.01, 0.04], [0.00, 0.04, -0.06], [0.08, -0.05, 0.01], [-0.14, 0.12, -0.16], [0.30, 0.01, 0.16], [-0.05, 0.04, 0.10], [-0.03, 0.03, -0.04], [-0.01, -0.01, 0.00], [0.00, 0.00, 0.01], [-0.10, -0.02, -0.10], [0.05, -0.05, 0.01], [0.01, -0.01, 0.01], [0.01, 0.00, -0.01], [-0.02, -0.12, 0.03], [-0.23, 0.03, -0.25], [0.75, -0.09, 0.55], [0.00, 0.09, 0.04], [-0.03, 0.03, 0.08], [0.01, -0.01, 0.00], [0.01, -0.01, -0.03], [0.00, 0.01, 0.00], [0.05, -0.03, 0.11], [0.01, -0.03, -0.07], [-0.02, -0.03, 0.05], [0.07, 0.00, 0.00], [-0.02, 0.01, 0.00], [-0.01, 0.01, 0.00], [0.00, -0.01, -0.01], [0.01, 0.00, 0.00], [-0.01, 0.00, -0.02]]}



Calculated energy above the lowest of the compared OMol25 structures with the same formula, charge and spin in order - 8.26; 0.00; 151.33; 156.20 kJ/mol